1.
Density functional theory data (the ωB97M-V functional and the def2-TZVPD basis) for a structure of composition C33H29BrCsN7O7S.

As for the energy relative to the best compared isomer or geometry (same formula, charge and spin): 1.623 eV. The LUMO energy is 3.54 eV. As for the orbital gap: 6.830 eV. The highest occupied orbital energy comes out at -3.292 eV. Its total energy is -5177.42448 hartree.

ORCA input file:
```
! wB97M-V def2-TZVPD RIJCOSX def2/J DEFGRID3
* xyz -2 1
Cs 0.53 0.10 -1.02
O -1.15 1.44 -2.57
C -0.64 1.73 -3.85
C 0.87 1.54 -3.99
N 1.37 0.19 -3.75
C 0.75 -0.80 -4.60
C -0.64 -1.29 -4.09
O -1.48 -1.61 -4.95
O -0.78 -1.30 -2.84
C 2.83 0.19 -3.77
C 3.44 0.94 -2.55
O 4.31 1.79 -2.79
O 2.98 0.59 -1.43
H -1.28 0.48 -2.51
H -0.84 2.79 -4.05
H -1.16 1.15 -4.62
H 1.38 2.21 -3.28
H 1.16 1.88 -5.00
H 1.38 -1.69 -4.61
H 0.63 -0.47 -5.65
H 3.23 0.64 -4.69
H 3.17 -0.85 -3.71
N 1.80 -4.17 2.44
C 2.07 -4.30 1.09
C 2.91 -5.35 0.68
C 3.17 -5.51 -0.66
C 2.61 -4.62 -1.57
C 1.80 -3.62 -1.07
N 1.52 -3.46 0.23
C 1.31 -3.08 3.17
C 1.06 -3.28 4.53
C 0.60 -2.21 5.27
C 0.38 -0.99 4.64
C 0.66 -0.90 3.28
N 1.12 -1.93 2.56
H 2.13 -4.94 3.01
H 3.35 -6.02 1.42
H 3.81 -6.32 -0.99
H 2.79 -4.70 -2.63
H 1.33 -2.90 -1.72
H 1.23 -4.25 4.99
H 0.40 -2.33 6.33
H 0.02 -0.12 5.16
H 0.51 0.04 2.76
N -5.83 0.77 0.64
C -5.33 1.34 1.80
C -5.94 1.83 2.95
C -5.10 2.34 3.93
C -3.70 2.35 3.76
C -3.10 1.85 2.62
C -3.94 1.35 1.63
N -3.61 0.82 0.39
C -4.74 0.48 -0.15
C -4.87 -0.15 -1.46
C -6.02 -0.52 -2.09
S -5.65 -1.24 -3.59
C -3.97 -0.99 -3.28
N -3.72 -0.41 -2.16
H -6.79 0.59 0.42
H -7.02 1.82 3.09
H -5.52 2.73 4.84
H -3.07 2.75 4.55
H -2.02 1.85 2.50
H -7.04 -0.41 -1.74
H -3.19 -1.31 -3.97
Br 0.08 6.14 2.94
C 1.18 5.12 1.75
C 1.89 5.85 0.80
C 2.68 5.19 -0.12
C 2.75 3.80 -0.11
C 2.01 3.11 0.84
C 1.22 3.74 1.79
C 0.46 2.85 2.79
O 0.33 3.26 3.95
O 0.05 1.77 2.29
H 1.81 6.93 0.80
H 3.23 5.76 -0.86
H 3.34 3.25 -0.83
H 2.05 2.03 0.83
*
```



2.
Density functional theory data (the ωB97M-V functional and the def2-TZVPD basis) for a structure of composition C33H29BrF11N6O3Se3TeTl.

As for the energy relative to the best compared isomer or geometry (same formula, charge and spin): 2.883 eV. The LUMO energy (spin up / spin down) is 3.51 / 2.62 eV. As for the orbital gap (spin up / spin down): 5.672 / 3.047 eV. The highest occupied orbital energy (spin up / spin down) comes out at -2.162 / -0.428 eV. Its total energy is -13146.46262 hartree.

ORCA input file:
```
! wB97M-V def2-TZVPD RIJCOSX def2/J DEFGRID3
* xyz -2 1
Tl 0.78 0.31 0.31
C -2.55 -1.43 -0.27
N -2.08 -0.05 -0.37
C -2.06 0.44 -1.74
C -1.13 -0.33 -2.68
N 0.28 -0.29 -2.35
C 1.10 0.52 -3.04
C 0.79 1.62 -3.87
F -0.49 2.06 -3.98
C 1.74 2.35 -4.55
F 1.36 3.39 -5.32
C 3.08 2.03 -4.45
F 4.00 2.73 -5.14
C 3.45 0.98 -3.64
F 4.75 0.65 -3.53
C 2.50 0.27 -2.95
F 2.92 -0.73 -2.16
C -2.84 0.84 0.49
C -2.13 2.14 0.79
N -0.90 1.86 1.50
C -0.20 2.89 1.99
C -0.44 4.28 1.88
F -1.49 4.75 1.17
C 0.36 5.25 2.46
F 0.05 6.55 2.30
C 1.48 4.91 3.19
F 2.26 5.85 3.76
C 1.77 3.56 3.33
F 2.85 3.19 4.04
C 0.97 2.61 2.76
F 1.30 1.32 2.93
H -3.51 -1.56 -0.81
H -1.81 -2.12 -0.67
H -2.70 -1.69 0.77
H -3.09 0.40 -2.16
H -1.75 1.48 -1.75
H -1.44 -1.38 -2.68
H -1.33 0.04 -3.69
H -3.84 1.05 0.06
H -3.00 0.31 1.44
H -1.97 2.71 -0.14
H -2.83 2.75 1.39
C 6.51 -3.93 -1.39
C 5.44 -4.93 -0.97
N 4.13 -4.33 -0.83
C 3.75 -3.87 0.41
C 2.63 -3.17 0.66
C 2.35 -2.59 2.02
O 2.34 -3.42 3.01
O 2.10 -1.39 2.08
C 1.65 -2.97 -0.40
O 0.54 -2.50 -0.23
C 2.11 -3.41 -1.73
C 1.30 -3.13 -2.83
C 1.72 -3.43 -4.09
F 0.91 -3.10 -5.13
C 2.96 -4.04 -4.34
C 3.73 -4.37 -3.23
C 3.34 -4.05 -1.93
N 3.50 -4.33 -5.62
C 2.67 -4.40 -6.81
C 2.52 -3.07 -7.55
N 3.86 -2.47 -7.80
C 4.64 -2.35 -6.54
C 4.79 -3.73 -5.92
H 7.49 -4.40 -1.43
H 6.55 -3.11 -0.67
H 6.28 -3.50 -2.36
H 5.70 -5.38 -0.01
H 5.38 -5.76 -1.68
H 4.45 -4.09 1.21
H 0.37 -2.60 -2.66
H 4.66 -4.89 -3.42
H 1.68 -4.79 -6.56
H 3.14 -5.12 -7.49
H 1.95 -2.35 -6.98
H 2.05 -3.22 -8.53
H 3.77 -1.55 -8.29
H 4.40 -3.08 -8.50
H 4.09 -1.68 -5.87
H 5.60 -1.89 -6.80
H 5.40 -3.66 -5.02
H 5.32 -4.38 -6.63
Se -0.53 -1.15 3.23
Se -2.17 -2.37 4.50
Te 0.12 -3.50 3.87
Se -0.55 -5.08 2.19
Br 2.55 2.55 -0.47
*
```



3.
Density functional theory data (the ωB97M-V functional and the def2-TZVPD basis) for a structure of composition C33H29CoN4O3PS3.

As for the energy relative to the best compared isomer or geometry (same formula, charge and spin): 0.995 eV. The LUMO energy (spin up / spin down) is 0.06 / 0.32 eV. As for the orbital gap (spin up / spin down): 7.486 / 7.702 eV. The highest occupied orbital energy (spin up / spin down) comes out at -7.421 / -7.380 eV. As for the expectation value of S²: 0.763. Its total energy is -4638.35163 hartree.

ORCA input file:
```
! wB97M-V def2-TZVPD RIJCOSX def2/J DEFGRID3
* xyz 0 2
Co -0.17 -0.07 -0.11
O 0.14 2.01 -0.10
N 0.72 2.51 -1.17
C 0.39 3.75 -1.58
C 0.98 4.32 -2.68
C 1.95 3.59 -3.37
C 2.28 2.33 -2.94
C 1.67 1.76 -1.81
S 2.02 0.20 -1.22
H -0.37 4.23 -0.99
H 0.68 5.30 -2.99
H 2.44 4.02 -4.24
H 3.02 1.73 -3.45
N 0.67 -2.05 0.89
C -0.19 -2.55 1.90
C -0.42 -3.90 2.08
C -1.26 -4.33 3.10
C -1.84 -3.40 3.96
C -1.63 -2.05 3.76
C -0.82 -1.61 2.72
P -0.53 0.13 2.23
C 1.09 0.48 3.02
C 1.75 1.65 2.64
C 3.02 1.92 3.14
C 3.64 1.03 4.00
C 2.99 -0.13 4.38
C 1.71 -0.41 3.89
C -1.74 1.03 3.25
C -3.08 0.82 2.94
C -4.07 1.38 3.73
C -3.72 2.17 4.82
C -2.39 2.42 5.10
C -1.39 1.85 4.31
H 1.01 -2.78 0.27
H 1.48 -1.56 1.28
H 0.05 -4.62 1.42
H -1.45 -5.38 3.24
H -2.47 -3.74 4.77
H -2.11 -1.33 4.41
H 1.28 2.31 1.92
H 3.53 2.83 2.83
H 4.63 1.23 4.37
H 3.47 -0.83 5.05
H 1.21 -1.31 4.20
H -3.34 0.23 2.07
H -5.11 1.22 3.49
H -4.49 2.59 5.45
H -2.12 3.06 5.93
H -0.35 2.03 4.54
O -4.27 -0.82 -3.72
C -4.70 0.16 -2.91
C -5.96 0.71 -3.15
C -6.44 1.73 -2.36
C -5.68 2.22 -1.30
C -4.44 1.67 -1.04
C -3.94 0.64 -1.83
C -2.62 0.06 -1.47
O -2.09 0.41 -0.37
N -2.08 -0.79 -2.32
N -0.84 -1.21 -1.90
C -0.38 -2.20 -2.55
S 1.17 -2.95 -2.22
C 1.25 -3.81 -3.81
C -0.14 -4.31 -4.13
S -1.30 -2.93 -3.87
H -3.36 -1.06 -3.44
H -6.54 0.31 -3.98
H -7.42 2.15 -2.56
H -6.06 3.03 -0.68
H -3.83 2.02 -0.22
H 1.97 -4.62 -3.72
H 1.61 -3.11 -4.57
H -0.42 -5.13 -3.47
H -0.23 -4.62 -5.17
*
```